Entry 1:
Density functional theory data (wB97M-V/def2-TZVPD) for a cluster of 5 separate species, C27H29BFN5O12P in total in a non-equilibrium geometry.

```
76
Properties=species:S:1:pos:R:3:forces:R:3
C -0.7111 -0.9828 -6.1500 -0.5 0.8 0.6
C -1.5027 0.1730 -6.9924 0.6 -2.2 0.6
O -2.2758 0.9111 -6.0142 -0.8 0.7 -2.0
B -3.5039 1.4368 -6.5727 1.8 1.2 -0.2
O -3.5525 2.8984 -6.7761 -0.3 -1.7 2.2
P -5.0849 0.4419 -7.0247 1.0 1.3 0.9
O -4.4129 -1.0910 -6.5631 0.1 -0.4 -1.7
F -4.5764 0.2655 -8.7010 -0.7 -0.5 0.8
O -6.6279 -0.3817 -7.3344 -1.6 -2.7 4.1
C -7.0171 -0.9161 -6.0769 -2.8 1.0 -0.3
N -7.6572 -1.1853 -5.0849 3.2 0.8 -4.4
H -0.9058 -2.0310 -6.5538 0.6 1.5 0.3
H -1.1322 -0.9766 -5.0713 0.6 0.1 -1.8
H 0.3900 -0.6979 -6.0576 -1.3 -0.8 -0.3
H -2.1567 -0.3899 -7.7578 0.8 1.2 1.1
H -0.7239 0.8077 -7.5470 -1.3 -0.5 0.8
H -3.7236 3.2330 -5.8566 0.4 0.0 -1.2
H -5.7699 1.6926 -7.3137 0.1 -0.7 -0.5
H -5.5236 0.5985 -5.6383 0.3 0.1 -0.1
H -4.2933 -1.6209 -7.3897 -0.2 0.6 1.0
C -0.9638 -0.1560 0.6710 0.1 0.0 -0.2
C -0.8328 0.8888 -0.2389 0.1 -0.2 0.1
C 0.0302 0.7649 -1.3221 0.0 0.1 -0.1
C 0.7559 -0.4144 -1.4878 -0.5 0.1 0.7
C 0.6342 -1.4614 -0.5747 0.0 0.0 -0.1
C -0.2296 -1.3270 0.5077 -0.3 0.3 -0.9
N 1.6474 -0.5590 -2.6414 0.2 0.0 -0.5
O 1.7428 0.3877 -3.4101 0.1 -0.5 0.4
O 2.2434 -1.6202 -2.7723 -0.2 0.5 0.1
H -1.6434 -0.0578 1.5128 0.1 -0.1 -0.1
H -1.4068 1.7999 -0.1053 0.1 -0.1 -0.1
H 0.1227 1.5867 -2.0238 0.1 -0.2 0.0
H 1.1979 -2.3797 -0.6924 0.0 0.2 -0.1
H -0.3343 -2.1299 1.2151 -0.2 0.2 -0.6
C 6.2255 1.0779 -1.2699 0.0 0.0 0.0
C 6.7086 2.0085 -0.3540 -0.3 0.0 0.0
C 5.8215 2.7804 0.3890 0.1 0.0 0.1
C 4.4499 2.6085 0.2094 0.6 -0.5 -0.5
C 3.9602 1.6842 -0.7112 -0.1 0.0 0.0
C 4.8551 0.9182 -1.4520 0.1 0.1 0.1
N 3.5115 3.4013 1.0077 -0.4 0.3 0.3
O 3.9778 4.2165 1.7928 -0.2 -0.4 -0.4
O 2.3164 3.2010 0.8477 0.6 0.1 0.1
H 6.9211 0.4731 -1.8441 -0.1 0.1 0.1
H 7.7783 2.1298 -0.2172 -0.1 0.0 0.0
H 6.2108 3.5016 1.0991 -0.3 -0.1 -0.1
H 2.8945 1.5472 -0.8615 0.1 0.2 0.2
H 4.4841 0.1933 -2.1696 0.0 0.1 0.1
C 4.0990 -2.1287 6.0799 -0.1 0.0 -0.1
C 4.5597 -2.6299 4.8653 -0.3 0.1 0.1
C 3.6905 -2.7488 3.7863 0.1 0.0 -0.1
C 2.3607 -2.3578 3.9343 0.6 0.2 0.7
C 1.8920 -1.8627 5.1492 -0.1 0.0 0.0
C 2.7673 -1.7498 6.2237 0.2 -0.1 -0.2
N 1.4466 -2.4570 2.7948 -0.2 0.0 -0.2
O 1.8870 -2.9135 1.7495 -0.3 0.1 0.6
O 0.2925 -2.0732 2.9540 0.9 -0.5 1.0
H 4.7820 -2.0321 6.9186 -0.1 0.0 -0.1
H 5.5984 -2.9251 4.7594 -0.1 0.0 0.0
H 4.0615 -3.1406 2.8455 -0.2 0.1 0.1
H 0.8581 -1.5610 5.2738 0.2 -0.1 -0.2
H 2.4126 -1.3626 7.1731 -0.1 0.0 -0.2
C -4.3235 1.0418 4.6746 0.0 0.0 0.0
C -2.9919 0.8810 4.3032 -0.1 -0.1 0.2
C -2.0721 0.3694 5.2122 0.1 0.0 0.0
C -2.4991 0.0172 6.4919 -0.5 0.3 -0.6
C -3.8296 0.1829 6.8722 -0.1 0.0 0.1
C -4.7415 0.6979 5.9571 0.3 0.0 -0.1
N -1.5395 -0.5456 7.4446 0.2 -0.2 0.4
O -0.3758 -0.6591 7.0816 -0.5 0.0 0.2
O -1.9546 -0.8737 8.5460 0.3 0.2 -0.6
H -5.0399 1.4363 3.9602 0.1 0.0 0.1
H -2.6716 1.1522 3.3028 0.0 0.0 0.2
H -1.0374 0.2491 4.9098 -0.1 -0.1 0.2
H -4.1687 -0.0841 7.8671 0.2 0.0 -0.1
H -5.7803 0.8281 6.2418 0.1 0.0 0.0
```
Positions in Å, forces in eV/Å.

For the lowest unoccupied orbital energy, the calculation gives 0.24 eV. Its highest occupied orbital energy is -0.183 Eh. The value obtained for the total energy is -73162.9119 eV. The charge is -1.

Entry 2:
Density functional theory data (wB97M-V/def2-TZVPD) for a structure of composition C27H29BrN3O4PdS2Se in a non-equilibrium geometry.

```
68
Properties=species:S:1:pos:R:3:forces:R:3
Pd 0.1009 -0.7460 -0.0921 -1.6 -1.6 -0.1
O 2.1189 -0.5771 -1.1402 -0.2 0.4 0.0
S 3.4670 -1.1784 -0.8410 -0.1 -0.5 0.3
C 3.3187 -2.8511 -1.6189 0.3 0.1 -0.1
C 3.8118 -4.0858 -0.8801 -0.2 0.0 0.2
C 2.8178 -4.6395 0.1524 0.1 0.1 -0.1
C 1.6462 -5.3861 -0.4837 -0.2 0.3 -0.1
S 0.0712 -4.4240 -0.5086 0.2 -0.2 0.5
O 0.4823 -2.9932 -0.7409 0.2 0.2 -0.1
C -0.3211 -4.5828 1.2447 -0.1 -0.1 -0.2
C -0.6340 -5.8513 1.7189 0.0 0.0 0.0
C -0.9658 -6.0153 3.0532 0.0 0.0 -0.1
C -0.9993 -4.9128 3.8967 0.0 0.1 0.1
C -0.7149 -3.6472 3.4088 0.0 -0.1 0.0
C -0.3873 -3.4764 2.0706 0.1 0.1 -0.1
C 3.5285 -1.5652 0.9241 0.1 0.2 -0.2
C 4.7387 -2.0435 1.4105 0.0 0.1 0.0
C 4.8788 -2.3047 2.7635 0.0 -0.1 0.0
C 3.8140 -2.0826 3.6260 0.0 0.0 0.0
C 2.6246 -1.5613 3.1399 -0.1 0.0 0.0
C 2.4847 -1.2829 1.7882 0.0 0.1 -0.2
H 3.8558 -2.7207 -2.5597 0.0 0.0 0.0
H 2.2544 -2.9168 -1.8239 0.0 0.1 0.0
H 4.7674 -3.8899 -0.3960 0.0 -0.1 0.0
H 3.9956 -4.8587 -1.6312 0.1 0.0 0.0
H 2.4314 -3.8309 0.7746 0.1 0.0 0.1
H 3.3568 -5.3167 0.8159 -0.1 0.0 0.0
H 1.4165 -6.3105 0.0437 -0.1 0.0 -0.1
H 1.8386 -5.6302 -1.5301 0.0 0.0 0.0
H -0.6214 -6.7028 1.0485 0.0 0.0 0.0
H -1.1953 -7.0004 3.4356 0.0 0.0 0.0
H -1.2641 -5.0384 4.9379 0.0 0.0 0.0
H -0.7497 -2.7876 4.0646 0.0 0.0 0.0
H -0.1969 -2.4859 1.6803 0.1 0.0 0.0
H 5.5774 -2.1777 0.7376 0.0 0.0 0.0
H 5.8190 -2.6797 3.1448 0.0 0.0 0.0
H 3.9222 -2.2835 4.6833 0.0 0.0 0.0
H 1.7978 -1.3611 3.8083 0.0 0.1 0.0
H 1.5805 -0.7817 1.4391 0.3 -0.1 0.2
Br 4.3203 2.4866 0.9027 -0.1 -0.2 0.0
C 2.5220 2.9991 0.5665 -0.2 -0.2 0.0
C 2.2718 4.3443 0.3598 0.1 0.1 0.0
C 0.9626 4.7242 0.1400 0.0 0.0 0.0
C -0.0162 3.7498 0.0941 -0.2 -0.1 -0.1
C 0.3481 2.4309 0.3201 -0.1 0.0 0.0
N 1.6013 2.0511 0.5683 0.1 0.1 0.2
C -0.7364 1.3534 0.2565 -0.3 1.8 -0.6
O -1.4943 1.4100 -0.7295 0.1 0.2 0.4
O -0.8393 0.5630 1.2659 0.6 -0.6 -0.4
H 3.0767 5.0637 0.3799 0.0 0.0 0.0
H 0.7152 5.7697 0.0161 0.0 0.0 -0.1
H -1.0475 3.9900 -0.1193 0.0 0.0 0.0
C -0.7599 -1.2575 -3.3953 0.3 -0.3 0.0
N -2.0280 -0.5878 -3.1901 -0.4 0.2 0.4
C -2.6686 0.2145 -4.0985 0.0 0.1 -0.1
C -3.7504 0.7400 -3.4788 -0.1 0.1 -0.1
N -3.7632 0.2565 -2.1995 0.3 -0.1 0.0
C -4.6204 0.7098 -1.1180 -0.1 0.1 0.3
C -2.7035 -0.5477 -2.0220 0.0 -0.1 -0.4
Se -2.3436 -1.5157 -0.4711 1.0 0.1 0.3
H -0.4295 -1.1023 -4.4187 -0.1 0.0 0.0
H -0.8611 -2.3234 -3.2003 0.0 0.0 0.0
H -0.0094 -0.8462 -2.7209 0.0 0.0 0.0
H -2.3124 0.3481 -5.1037 0.0 0.0 0.0
H -4.5118 1.4013 -3.8509 0.0 0.0 0.0
H -5.4044 1.3435 -1.5212 0.0 0.0 -0.1
H -4.0069 1.2730 -0.4142 0.0 0.0 0.0
H -5.0586 -0.1397 -0.6007 -0.1 0.0 -0.1
```
Positions in Å, forces in eV/Å.

For the lowest unoccupied orbital energy (spin up / spin down), the calculation gives -3.90 / -4.95 eV. Its highest occupied orbital energy (spin up / spin down) is -0.406 / -0.406 Eh. The value obtained for the total energy is -201661.3972 eV. The charge is +1.

Entry 3:
Density functional theory data (wB97M-V/def2-TZVPD) for a cluster of 7 separate species, C27H29Cl4N5 in total in a non-equilibrium geometry.

```
65
Properties=species:S:1:pos:R:3:forces:R:3
N 4.8389 19.8469 18.6233 -1.8 0.1 -0.4
C 3.6824 20.5057 19.0614 2.5 -1.5 -1.0
C 3.2316 21.6394 18.4490 -0.3 0.2 0.6
C 3.9656 22.1136 17.4034 0.5 1.6 -1.0
C 5.0614 21.4693 16.9162 1.0 -1.4 -0.7
C 5.4381 20.2471 17.4763 -1.3 0.8 2.4
H 3.1652 20.0433 19.8891 0.2 0.0 0.2
H 2.4210 22.2474 18.8229 -0.2 -0.3 0.1
H 3.7584 23.0899 16.9907 -0.3 0.1 -0.1
H 5.6712 21.8303 16.1012 -0.3 0.3 -0.2
H 6.2672 19.6500 17.1263 0.1 0.0 0.0
N -1.1936 22.5392 25.6548 -0.4 1.1 -0.2
C -0.6942 23.4782 26.5152 -0.5 -2.5 -1.8
C 0.4411 23.2150 27.2232 0.3 0.5 0.7
C 1.0904 21.9683 27.1424 -1.5 0.5 -0.5
C 0.5544 21.0462 26.2317 1.0 0.5 0.8
C -0.5768 21.3815 25.4772 0.8 0.5 1.1
H -1.2559 24.3994 26.5623 0.0 0.1 0.2
H 0.7240 24.0367 27.8643 0.7 -0.3 0.4
H 1.8984 21.7641 27.8293 0.2 -0.2 -0.3
H 1.0822 20.1091 26.1336 -0.3 -0.3 -0.2
H -0.9406 20.6829 24.7382 -0.3 -0.1 0.0
N -0.1567 18.5714 22.9381 -1.3 -1.6 -0.5
C -1.2284 17.6946 23.0701 1.8 1.2 -0.5
C -1.4902 16.6675 22.1652 0.3 0.6 0.1
C -0.6323 16.5314 21.0776 -0.4 0.3 -0.5
C 0.3990 17.4311 20.9004 0.4 -0.3 -0.2
C 0.6178 18.3893 21.8448 -1.0 1.3 1.6
H -1.8622 17.9290 23.9125 -0.2 -0.3 0.1
H -2.3891 16.0727 22.2334 0.1 -0.1 0.2
H -0.8549 15.8611 20.2606 0.0 -0.4 0.2
H 1.0553 17.4724 20.0437 -0.1 -0.5 -0.2
H 1.3279 19.1877 21.6874 0.4 -0.2 0.0
N -0.7465 28.3352 25.1153 -1.9 -0.4 -1.2
C -1.8016 29.1674 25.2812 2.7 -1.2 0.8
C -3.1130 28.7270 25.0774 -1.9 -1.1 -1.1
C -3.3637 27.4723 24.5116 -0.9 0.6 0.1
C -2.3428 26.6244 24.2403 0.2 0.2 -0.1
C -1.0356 27.1132 24.5598 1.3 1.3 1.4
H -1.5722 30.1490 25.6690 0.0 0.2 -0.2
H -4.0105 29.3149 25.2005 0.3 0.6 0.3
H -4.3874 27.2302 24.2670 0.0 -0.2 0.2
H -2.5094 25.6192 23.8824 0.2 -0.1 -0.1
H -0.1823 26.4551 24.4865 0.1 -0.2 -0.1
N 0.2801 25.6670 15.9340 -2.5 0.4 0.4
C 0.6120 24.6337 16.7052 1.1 0.4 -0.6
C -0.1808 23.9919 17.6343 -0.5 1.0 0.1
C -1.4595 24.4955 17.7329 -0.6 -1.5 0.0
C -1.9206 25.4956 16.8977 -0.3 0.3 0.6
C -1.0444 26.1028 16.0541 2.8 -0.5 -0.5
H 1.6324 24.3032 16.5785 0.3 -0.1 -0.1
H 0.2069 23.2462 18.3125 -0.1 -0.2 -0.2
H -2.1766 23.9472 18.3257 -0.1 0.2 0.5
H -2.9343 25.8536 17.0016 -0.1 0.0 -0.2
H -1.3170 26.9611 15.4579 0.0 0.0 -0.2
C -0.1374 22.1407 22.4066 0.2 -0.7 -0.2
Cl 0.6774 21.6891 20.8245 -0.8 0.7 1.3
Cl -1.1154 23.6526 22.3209 0.6 -0.7 -0.1
H -0.7639 21.3072 22.7242 -0.3 0.2 -0.7
H 0.6114 22.1724 23.1980 0.2 0.7 -0.4
C 4.2842 21.7143 25.3944 0.2 0.2 0.1
Cl 3.2383 22.6590 24.2682 0.5 -0.5 0.5
Cl 4.6150 22.6194 26.9036 -0.1 -0.2 -0.5
H 3.8335 20.7620 25.6740 -0.3 0.3 -0.2
H 5.2377 21.5094 24.9076 -0.2 0.3 0.0
```
Positions in Å, forces in eV/Å.

For the lowest unoccupied orbital energy (spin up / spin down), the calculation gives -4.80 / -9.05 eV. As for the expectation value of S²: 0.768. Its highest occupied orbital energy (spin up / spin down) is -0.405 / -0.405 Eh. The value obtained for the total energy is -85997.9473 eV. The spin multiplicity is 2. The charge is +1.

Among the records above, which one has the lowest charge? C27H29BFN5O12P